Computed, not measured: 2 unconnected molecules or ions with the total composition C7H12N in a non-equilibrium geometry, with ωB97M-V/def2-TZVPD.

The value obtained for the HOMO-LUMO gap is 0.3868 Eh. For the HOMO energy, the calculation gives -14.333 eV. Its net charge is +1.

Cartesian coordinates (Å):
N 1.28 -0.36 -0.44
C -2.79 -1.24 -0.28
C 1.79 0.14 -1.74
C 0.77 -1.66 -0.35
C -2.27 0.98 1.09
C -0.13 -0.76 -0.22
C -2.17 -0.28 0.29
C 1.94 0.18 0.79
H 2.57 -0.45 -2.17
H -2.37 -2.00 -0.88
H 1.97 1.24 0.89
H 2.92 -0.25 1.02
H 1.12 -2.60 -0.63
H -1.28 1.52 1.15
H 1.16 -0.09 1.65
H -3.82 -1.28 -0.18
H 0.97 0.47 -2.44
H -2.83 1.02 2.09
H -2.90 1.57 0.36
H 2.34 1.08 -1.50

Want to see where the charge sits? The Mulliken charges in e are: 0.272, -0.671, -0.845, 0.084, -0.876, -0.734, 0.706, -0.919, 0.347, 0.315, 0.407, 0.335, 0.416, 0.275, 0.307, 0.332, 0.326, 0.324, 0.296, 0.304

---

Computed, not measured: C9H10ClOP in the gas phase in a non-equilibrium geometry, with ωB97M-V/def2-TZVPD.

The value obtained for the HOMO-LUMO gap is 0.3286 Eh. For the HOMO energy, the calculation gives -8.828 eV.

Cartesian coordinates (Å):
Cl 4.70 0.11 -0.27
P -1.87 0.79 -1.32
O -1.60 0.03 1.29
C 1.09 0.06 1.26
C 3.02 0.07 -0.10
C -2.40 2.13 -0.54
C 1.03 -0.22 -1.16
C 2.46 0.13 1.17
C 0.41 -0.11 0.08
C 2.40 -0.13 -1.28
C -1.67 -1.84 -0.03
C -1.20 -0.40 0.03
H -1.50 -2.26 0.93
H -3.03 2.92 -0.99
H -2.38 2.30 0.59
H 0.33 -0.37 -1.95
H -2.70 -1.83 -0.27
H 2.98 -0.08 -2.19
H 2.97 0.40 2.08
H 0.59 0.21 2.22
H -1.14 -2.33 -0.82
H -2.50 0.42 1.27

Want to see where the charge sits? The Mulliken charges in e are: -0.227, 0.002, -0.589, -0.351, 0.742, -0.488, -0.415, -0.748, 0.495, -1.102, -1.492, 0.647, 0.403, 0.288, 0.247, 0.383, 0.410, 0.395, 0.369, 0.386, 0.364, 0.281

---

Computed, not measured: a molecular structure, C11H13BrN6O3Rh in a non-equilibrium geometry, with ωB97M-V/def2-TZVPD.

The value obtained for the HOMO-LUMO gap is 0.2784 Eh. For the HOMO energy, the calculation gives -11.577 eV. Its net charge is +1.

Cartesian coordinates (Å):
Rh 0.40 -1.58 -0.27
Br -0.20 2.14 -4.01
O 2.42 -2.05 -0.24
O 0.21 -0.02 -1.95
O 0.54 0.29 0.17
N -3.72 -1.00 -0.05
N -2.25 -2.64 0.00
N 4.07 -1.92 1.26
N -4.49 -3.18 0.41
N -1.60 -1.51 -0.23
N -3.49 -2.28 0.09
C 2.82 -2.19 0.95
C 0.12 2.96 -2.34
C 0.35 5.05 -1.18
C 0.12 4.35 -2.34
C 0.37 0.79 -1.04
C 0.58 3.00 0.02
C 1.83 -2.69 1.96
C 0.35 2.26 -1.15
C -2.50 -0.52 -0.25
C 0.49 -2.02 1.64
C 0.58 4.37 0.02
H -5.36 -2.78 0.08
H -4.27 -4.06 -0.03
H -2.27 0.51 -0.45
H 4.42 -2.06 2.19
H 4.70 -1.59 0.54
H 2.15 -2.52 2.98
H 0.43 -1.04 2.12
H 0.76 2.45 0.94
H 0.34 6.13 -1.20
H 1.77 -3.77 1.81
H 0.76 4.92 0.93
H -0.35 -2.64 1.92
H -0.06 4.87 -3.27

Want to see where the charge sits? The Mulliken charges in e are: 0.175, -0.109, -0.669, -0.552, -0.532, -0.817, -0.730, -0.340, -0.554, 0.379, 1.239, 0.776, -0.031, -0.477, -0.497, 1.383, -0.349, -0.568, 0.286, -0.231, -0.713, -0.732, 0.320, 0.301, 0.495, 0.225, 0.262, 0.381, 0.196, 0.402, 0.396, 0.318, 0.405, 0.534, 0.429

---

Computed, not measured: 2 unconnected molecules or ions with the total composition C3H3BN2O in a non-equilibrium geometry, with ωB97M-V/def2-TZVPD.

The value obtained for the HOMO-LUMO gap (spin up / spin down) is 0.2582 / 0.2331 Eh. For the HOMO energy (spin up / spin down), the calculation gives -7.681 / -7.104 eV.

Cartesian coordinates (Å):
O 0.03 -1.14 0.42
N 3.46 0.42 0.47
N -2.21 2.26 -0.45
C -1.03 2.29 -0.51
C -1.02 -1.79 -0.04
C 2.46 -0.16 0.68
B 1.17 -0.86 0.71
H -1.93 -1.06 -0.16
H -0.96 -2.58 -0.66
H 0.03 2.61 -0.44

Want to see where the charge sits? The Mulliken charges in e are: -0.139, -0.414, -0.367, 0.099, -0.464, 0.414, 0.150, 0.144, 0.304, 0.275

---

Computed, not measured: CH2N6O2 in the gas phase in a non-equilibrium geometry, with ωB97M-V/def2-TZVPD.

The value obtained for the HOMO-LUMO gap is 0.3492 Eh. For the HOMO energy, the calculation gives -10.484 eV.

Cartesian coordinates (Å):
O -0.69 0.99 -2.66
O -1.01 -1.05 -1.90
N 0.67 0.41 1.64
N 0.03 -1.51 0.59
N 0.59 1.69 1.64
N -0.13 0.50 -0.58
N -0.64 0.12 -1.78
N 0.54 2.93 1.70
C 0.15 -0.19 0.51
H -0.26 -1.93 -0.30
H 0.75 -1.95 1.13

Want to see where the charge sits? The Mulliken charges in e are: -0.558, -0.673, -0.502, -0.364, 0.677, -0.580, 1.049, -0.304, 0.687, 0.309, 0.257

---

Computed, not measured: a molecular structure, C4H12N2 in a non-equilibrium geometry, with ωB97M-V/def2-TZVPD.

The value obtained for the HOMO-LUMO gap is 0.2323 Eh. For the HOMO energy, the calculation gives -19.057 eV. Its net charge is +2.

Cartesian coordinates (Å):
N 1.23 0.22 -1.76
N -0.83 -1.34 3.02
C 1.73 1.31 -2.47
C -0.11 -0.59 0.13
C -1.40 -0.50 0.85
C 0.11 0.51 -0.97
H 1.13 1.64 -3.35
H -1.14 -2.29 3.22
H 0.66 -0.28 0.87
H -1.12 -1.01 2.01
H -2.14 -1.24 0.53
H 0.18 -1.59 -0.19
H -1.78 0.47 1.17
H 2.66 0.99 -2.96
H -0.82 0.72 -1.51
H 1.92 2.27 -1.95
H -0.65 -0.75 3.83
H 0.36 1.46 -0.45

Want to see where the charge sits? The Mulliken charges in e are: 0.109, -0.523, -0.649, -0.568, -0.254, -0.505, 0.412, 0.292, 0.393, 0.180, 0.407, 0.419, 0.384, 0.346, 0.456, 0.382, 0.261, 0.459

---

Energy above the lowest of the compared OMol25 structures with the same formula, charge and spin (computed, kcal per mole): 153.7 16.0 0.0 126.7 0.0 210.8